# 1
Computed, not measured: one molecule with the formula C4H5NO, with the ωB97M-V functional and the def2-TZVPD basis.

Each line ends with the Mulliken charge.
Positions of all 11 atoms, in Å:
N1 1.807 1.226 -0.138  -0.4921
C1 1.540 0.100 -0.188  0.3479
C2 0.654 -1.067 -0.158  -0.4863
C3 -0.560 -0.323 0.459  0.1977
C4 -0.911 0.958 -0.119  -0.5390
O1 -1.817 -0.227 -0.120  -0.4511
H1 1.026 -1.869 0.487  0.2627
H2 0.503 -1.468 -1.168  0.2592
H3 -0.564 -0.380 1.548  0.3190
H4 -1.074 1.831 0.525  0.2766
H5 -0.604 1.220 -1.127  0.3054

The calculation puts the total energy at -285.3273 Ha. Its HOMO-LUMO gap is 0.4189 hartree. Its HOMO energy is -10.53 eV. For the energy above the lowest of the compared OMol25 structures with the same formula, charge and spin, the calculation gives 229.2 kJ/mol. The calculation puts the maximum force at 1.4 eV/Å.



# 2
Computed, not measured: one molecule with the formula C13H16N2, with the ωB97M-V functional and the def2-TZVPD basis.

Each line ends with the Mulliken charge.
Positions of all 31 atoms, in Å:
C1 1.676 0.621 3.793  -1.2914
C2 1.967 0.384 2.318  -0.1871
C3 1.517 -1.026 1.932  -0.3586
C4 1.790 -1.425 0.492  -1.3432
N1 1.147 -0.618 -0.549  -0.1133
C5 -0.205 -0.733 -0.770  0.8382
C6 -1.005 -1.733 -0.205  -0.6566
C7 -2.348 -1.790 -0.507  -0.5078
N2 -3.001 -0.927 -1.245  -0.7087
C8 -2.249 0.048 -1.799  -0.0629
C9 -2.961 1.037 -2.568  -0.3255
C10 -2.290 2.076 -3.208  -0.5078
C11 -0.893 2.219 -3.024  -0.5982
C12 -0.190 1.300 -2.268  -0.5116
C13 -0.836 0.224 -1.633  0.8769
H1 2.276 -0.025 4.418  0.3245
H2 1.883 1.644 4.115  0.3706
H3 0.603 0.369 3.993  0.3027
H4 1.394 1.084 1.687  0.2478
H5 3.054 0.592 2.134  0.2557
H6 0.432 -1.135 2.150  0.3159
H7 1.979 -1.780 2.607  0.4190
H8 2.893 -1.359 0.341  0.4445
H9 1.576 -2.485 0.274  0.4246
H10 1.537 0.265 -0.716  0.3042
H11 -0.520 -2.481 0.441  0.2688
H12 -2.966 -2.575 -0.090  0.3907
H13 -4.034 0.924 -2.652  0.4382
H14 -2.805 2.811 -3.814  0.3802
H15 -0.330 3.027 -3.503  0.3660
H16 0.908 1.465 -2.144  0.2042

The calculation puts the total energy at -614.4888 Ha. Its HOMO-LUMO gap is 0.3124 hartree. Its HOMO energy is -7.95 eV. For the energy above the lowest of the compared OMol25 structures with the same formula, charge and spin, the calculation gives 0.0 kJ/mol. The calculation puts the maximum force at 2.1 eV/Å.



# 3
Computed, not measured: C23H44N5O4Zr as an isolated structure, with the ωB97M-V functional and the def2-TZVPD basis.

Each line ends with the Mulliken charge.
Positions of all 77 atoms, in Å:
Zr1 -0.179 0.316 1.168  -0.7886
C1 3.400 1.146 -1.630  -2.2469
C2 1.922 1.021 -1.236  -0.0616
C3 1.224 0.279 -2.408  -1.7080
C4 -0.267 0.463 -2.765  0.9485
C5 -0.672 -0.585 -3.790  -1.6419
C6 -0.578 1.876 -3.235  -1.6048
N1 -1.086 0.236 -1.479  1.3702
C7 -2.566 -0.009 -1.527  -0.7781
C8 -3.192 0.390 -0.184  -1.5782
N2 -2.462 -0.093 1.046  0.1270
C9 -2.569 0.994 2.076  -0.4822
C10 -1.611 2.159 1.722  0.8992
O1 -1.325 3.015 2.494  -0.4136
O2 -1.003 1.959 0.530  -0.6942
C11 -3.018 -1.390 1.654  0.2332
C12 -4.055 -2.125 0.805  -1.5386
C13 -1.875 -2.274 2.186  -1.7705
C14 -0.820 -2.915 1.246  1.3058
C15 -1.346 -3.390 -0.101  -2.0841
C16 -0.185 -4.090 1.992  -1.3583
N3 0.244 -1.843 1.034  0.4477
C17 1.312 -2.153 0.047  -0.5207
C18 2.375 -1.053 0.113  -1.5267
N4 1.754 0.322 0.120  2.0296
C19 2.340 1.149 1.273  -1.4735
C20 2.107 0.359 2.591  0.3616
O3 2.981 -0.062 3.269  -0.4536
O4 0.780 0.204 2.806  -0.7507
H1 3.505 1.954 -2.352  0.4749
H2 3.766 0.239 -2.113  0.5141
H3 4.060 1.372 -0.796  0.5501
H4 1.500 2.020 -1.103  0.5705
H5 1.452 -0.787 -2.351  0.3427
H6 1.744 0.619 -3.303  0.8499
H7 -0.016 -0.516 -4.658  0.4267
H8 -1.688 -0.425 -4.154  0.4116
H9 -0.588 -1.603 -3.398  0.3771
H10 0.000 2.092 -4.133  0.4985
H11 -0.326 2.633 -2.487  0.3456
H12 -1.627 1.990 -3.513  0.4332
H13 -1.008 1.129 -0.943  1.1422
H14 -0.671 -0.558 -0.965  -1.3981
H15 -2.750 -1.043 -1.806  0.3585
H16 -3.000 0.627 -2.297  0.6426
H17 -4.225 0.053 -0.174  0.6756
H18 -3.228 1.476 -0.151  0.5275
H19 -2.283 0.631 3.072  0.4167
H20 -3.586 1.386 2.162  0.5343
H21 -3.567 -1.099 2.552  0.3235
H22 -3.770 -2.306 -0.228  0.4188
H23 -5.007 -1.596 0.816  0.4717
H24 -4.250 -3.091 1.269  0.3484
H25 -2.357 -3.085 2.733  0.5924
H26 -1.326 -1.710 2.961  0.2881
H27 -2.204 -4.043 0.049  0.4293
H28 -0.597 -3.987 -0.622  0.4802
H29 -1.654 -2.565 -0.750  0.3386
H30 -0.934 -4.860 2.176  0.4674
H31 0.215 -3.780 2.961  0.4464
H32 0.613 -4.559 1.417  0.3653
H33 0.726 -1.828 1.945  0.8489
H34 0.874 -2.232 -0.947  0.2335
H35 1.797 -3.106 0.263  0.7626
H36 3.060 -1.159 -0.724  0.3532
H37 2.977 -1.188 1.012  0.5977
H38 0.760 2.215 2.142  0.5596
H39 3.387 1.388 1.125  1.0745
C21 4.115 3.789 0.320  -0.8822
C22 2.744 4.401 0.644  -0.2973
C23 1.609 3.661 1.164  -0.3877
N5 1.484 2.387 1.433  0.6014
H40 4.851 4.588 0.255  0.4597
H41 4.114 3.285 -0.646  -0.0154
H42 4.455 3.107 1.101  0.3530
H43 2.365 5.001 -0.192  0.3767
H44 2.862 5.175 1.418  0.4497

The calculation puts the total energy at -1523.5438 Ha. Its HOMO-LUMO gap is 0.1900 hartree. Its HOMO energy is -15.87 eV. For the energy above the lowest of the compared OMol25 structures with the same formula, charge and spin, the calculation gives 620.3 kJ/mol. As for the total charge: +3. The calculation puts the maximum force at 1.9 eV/Å.



# 4
Computed, not measured: one molecule with the formula C22H27N3O3S, with the ωB97M-V functional and the def2-TZVPD basis.

Each line ends with the Mulliken charge.
Positions of all 56 atoms, in Å:
C1 -5.854 -3.702 -0.481  -1.4328
C2 -4.778 -2.699 -0.197  1.0718
C3 -3.459 -3.103 -0.019  -0.7722
C4 -2.459 -2.183 0.228  -0.5204
C5 -2.767 -0.825 0.297  0.4417
C6 -1.722 0.158 0.562  -0.0689
N1 -1.974 1.438 0.298  -0.6479
C7 -1.002 2.302 0.533  0.5238
C8 0.247 1.925 1.022  0.1422
C9 0.400 0.566 1.278  0.6599
S1 1.903 -0.059 1.952  -0.2575
C10 1.520 -1.839 2.054  -1.0343
C11 1.749 -2.575 0.745  0.9008
O1 0.817 -3.090 0.157  -0.7077
N2 3.017 -2.664 0.292  0.0677
C12 4.209 -2.071 0.856  -0.7575
C13 4.782 -1.057 -0.144  -0.4050
O2 5.046 -1.664 -1.387  -0.3957
C14 3.876 -2.228 -1.937  -0.5460
C15 3.276 -3.277 -0.997  -0.6761
N3 -0.572 -0.294 1.061  -0.2344
C16 1.260 3.013 1.162  -0.9626
O3 1.287 3.834 0.017  -0.4428
C17 0.038 4.313 -0.497  1.5200
C18 -0.043 3.865 -1.961  -1.6502
C19 0.051 5.843 -0.410  -1.7574
C20 -1.181 3.759 0.272  -0.9582
C21 -4.084 -0.411 0.106  -0.6900
C22 -5.074 -1.341 -0.135  -0.7535
H1 -6.811 -3.369 -0.084  0.3700
H2 -5.964 -3.832 -1.558  0.2707
H3 -5.607 -4.669 -0.049  0.3747
H4 -3.212 -4.153 -0.075  0.4008
H5 -1.435 -2.504 0.345  0.5577
H6 2.132 -2.241 2.860  0.5726
H7 0.459 -1.912 2.297  0.4479
H8 4.006 -1.576 1.802  0.4780
H9 4.946 -2.869 1.017  0.2813
H10 5.734 -0.661 0.213  0.3472
H11 4.066 -0.231 -0.267  0.2524
H12 4.171 -2.680 -2.884  0.3355
H13 3.131 -1.439 -2.124  0.3200
H14 2.334 -3.659 -1.390  0.3937
H15 3.985 -4.101 -0.863  0.2941
H16 2.270 2.605 1.261  0.4784
H17 1.037 3.610 2.064  0.2480
H18 -0.896 4.323 -2.454  0.3698
H19 0.867 4.157 -2.478  0.4178
H20 -0.142 2.783 -2.017  0.3468
H21 -0.877 6.254 -0.797  0.3692
H22 0.884 6.232 -0.989  0.3839
H23 0.176 6.159 0.624  0.3923
H24 -1.263 4.274 1.234  0.4093
H25 -2.094 3.935 -0.294  0.3963
H26 -4.311 0.642 0.156  0.4537
H27 -6.095 -1.013 -0.275  0.3814

The calculation puts the total energy at -1642.7376 Ha. Its HOMO-LUMO gap is 0.3259 hartree. Its HOMO energy is -8.34 eV. For the energy above the lowest of the compared OMol25 structures with the same formula, charge and spin, the calculation gives 189.8 kJ/mol. The calculation puts the maximum force at 0.7 eV/Å.